Record 1
Below is a molecular structure, C14H15NO3Ti, with properties calculated with wB97M-V/def2-TZVPD.

Each line ends with the Löwdin charge.
Cartesian coordinates (Å):
C  -1.3158  0.1400  -3.7678  -0.168
C  0.0390  0.0206  -3.3309  -0.248
C  0.4129  1.2516  -2.6725  -0.220
C  -0.7005  2.1377  -2.7495  -0.162
C  -1.7648  1.4549  -3.4190  -0.204
Ti  -1.1467  0.2351  -1.4327  0.970
N  -2.9741  1.0692  -1.2727  -0.193
C  1.3481  -1.4428  -1.1677  -0.109
C  2.4069  -0.6666  -1.4393  -0.062
H  1.3995  1.4811  -2.2811  0.097
H  0.7061  -0.8110  -3.5233  0.088
H  -0.7023  3.1585  -2.3745  0.112
H  -2.7101  1.8886  -3.7262  0.099
H  -1.8700  -0.6285  -4.3054  0.106
H  2.6441  -0.2961  -2.4396  0.050
H  1.2561  -1.8642  -0.1619  0.070
H  -3.8153  1.1890  -0.7013  -0.120
H  3.1294  -0.4303  -0.6526  0.063
H  0.7153  -1.9534  -1.9100  0.060
O  0.8318  1.8175  2.4236  0.038
C  0.5368  0.6123  2.9488  -0.279
C  0.9305  0.3423  4.2634  -0.056
C  0.7122  -0.9234  4.7995  -0.151
C  0.1060  -1.9373  4.0425  -0.137
C  -0.3163  -1.6820  2.7415  -0.058
C  -0.1279  -0.4061  2.1982  -0.112
C  -0.4932  -0.1445  0.8386  -0.596
O  -1.0561  -1.0491  0.0862  -0.168
O  -0.2639  0.9971  0.2456  -0.152
H  0.4816  1.7941  1.4921  0.074
H  1.4142  1.1359  4.8328  0.102
H  1.0253  -1.1237  5.8246  0.078
H  -0.0420  -2.9294  4.4710  0.083
H  -0.7968  -2.4367  2.1197  0.105

Multiplicity: 2
E_HOMO (alpha / beta) (eV): -1.241 / -3.575
Maximum force (Eh/bohr): 0.12919
⟨S²⟩: 0.78
Charge: -1
Gap between HOMO and LUMO (alpha / beta) (eV): 4.15 / 6.48
Energy (Eh): -1672.3916



Record 2
Below is 2 unconnected molecules or ions with the total composition C48H60F3N4O2, with properties calculated with wB97M-V/def2-TZVPD.

Each line ends with the Löwdin charge.
Cartesian coordinates (Å):
C  -1.9439  1.3150  0.4465  -0.088
C  -2.4781  2.1470  1.5980  -0.511
C  -2.0115  3.6014  1.4361  -0.032
C  -4.0088  2.1126  1.4431  -0.028
C  -2.1364  1.4898  2.9368  -0.125
C  -2.0854  2.2305  4.1197  -0.029
C  -2.1995  1.5726  5.3467  -0.084
C  -2.6086  0.2439  5.3798  -0.066
C  -2.8007  -0.4778  4.1876  -0.101
C  -3.7476  -1.6911  4.2707  -0.536
C  -3.0333  -2.8496  4.9764  -0.044
C  -4.3113  -2.0977  2.9049  -0.044
C  -4.9637  -1.3272  5.1476  -0.052
C  -2.1068  0.0686  3.0605  -0.082
N  -1.1266  -0.7078  2.3594  0.027
C  0.2200  -0.2469  2.2332  -0.198
C  0.6548  0.9804  1.7216  -0.008
C  1.9793  1.4947  2.1553  -0.186
C  3.1674  1.5019  1.3749  -0.037
C  4.4036  1.7377  1.9652  0.008
C  4.4374  2.0869  3.3315  -0.151
N  5.6001  1.7310  4.0852  -0.318
O  5.6243  1.9612  5.3101  0.059
O  6.5222  1.1264  3.4868  0.043
C  3.2595  2.3646  4.0633  0.030
C  2.0465  2.0959  3.4450  -0.024
N  1.0330  -1.3294  2.5815  0.022
C  2.3872  -1.3394  3.1166  -0.067
C  2.5965  -1.2624  4.5262  -0.064
C  1.4628  -1.2750  5.5876  -0.502
C  1.9278  -0.7801  6.9615  -0.065
C  0.9207  -2.6916  5.7914  -0.022
C  0.3646  -0.3221  5.1617  -0.031
C  3.9094  -1.1382  4.9912  -0.021
C  4.9950  -1.3325  4.1441  -0.061
C  4.7658  -1.6817  2.8283  -0.031
C  3.4770  -1.6146  2.2690  -0.087
C  3.4043  -1.9360  0.7490  -0.521
C  4.5869  -1.2611  0.0387  -0.048
C  2.1503  -1.4509  0.0395  -0.059
C  3.5265  -3.4532  0.6125  -0.033
C  0.2296  -2.4674  2.6263  -0.050
C  -1.0539  -2.0963  2.5310  -0.063
H  -2.7965  0.8390  -0.0372  0.058
H  -1.3318  1.9544  -0.1943  0.072
H  -1.3263  0.4558  0.6843  0.070
H  -2.3143  4.2294  2.2848  0.083
H  -0.9235  3.6858  1.3100  0.088
H  -2.4833  3.9998  0.5195  0.091
H  -4.4911  2.7127  2.2227  0.102
H  -4.2777  2.4960  0.4474  0.074
H  -4.3837  1.0793  1.5168  0.093
H  -1.9850  3.3159  4.0786  0.110
H  -2.0443  2.1275  6.2723  0.113
H  -2.8316  -0.2390  6.3381  0.126
H  -2.7084  -2.5600  5.9865  0.089
H  -3.7187  -3.7075  5.0549  0.095
H  -2.1439  -3.1681  4.4263  0.059
H  -5.1854  -1.4779  2.6711  0.085
H  -3.6043  -1.9704  2.0840  0.058
H  -4.6309  -3.1469  2.9457  0.096
H  -5.4630  -0.4382  4.7438  0.094
H  -5.6914  -2.1504  5.1506  0.096
H  -4.6900  -1.1228  6.1893  0.080
H  -0.0911  1.7401  1.5360  0.065
H  3.0784  1.3316  0.3000  0.111
H  5.3602  1.5972  1.4502  0.126
H  3.3537  2.6609  5.1021  0.123
H  1.1081  2.3357  3.9573  0.116
H  2.3347  0.2375  6.9006  0.095
H  1.0710  -0.7530  7.6494  0.093
H  2.6727  -1.4482  7.4093  0.086
H  0.6098  -3.1508  4.8500  0.054
H  1.6984  -3.3257  6.2365  0.097
H  0.0542  -2.6722  6.4677  0.092
H  -0.4071  -0.8175  4.5824  0.065
H  -0.1381  0.1207  6.0290  0.089
H  0.7403  0.5079  4.5510  0.071
H  4.1098  -0.8747  6.0294  0.108
H  6.0076  -1.2896  4.5546  0.121
H  5.6282  -1.9561  2.2209  0.115
H  5.5389  -1.7470  0.2741  0.082
H  4.4507  -1.3056  -1.0484  0.088
H  4.6510  -0.2037  0.3251  0.058
H  1.2712  -2.0545  0.2694  0.076
H  1.9417  -0.4041  0.2693  0.045
H  2.3152  -1.5055  -1.0447  0.084
H  2.7094  -3.9552  1.1447  0.083
H  3.4890  -3.7446  -0.4426  0.092
H  4.4731  -3.8008  1.0427  0.091
H  0.6744  -3.4445  2.7324  0.137
H  -1.9324  -2.7152  2.5171  0.097
C  0.1195  2.6351  -3.0946  0.006
N  -0.6519  1.3785  -3.0102  -0.118
C  -0.6169  0.4949  -4.1785  0.003
C  -1.6894  1.3331  -2.1727  0.005
C  -2.6720  0.2570  -2.1931  -0.205
C  -2.3139  -1.0924  -2.3789  -0.002
C  -3.2709  -1.9979  -2.8118  0.033
C  -4.6146  -1.6338  -2.7491  -0.091
C  -5.6556  -2.5537  -3.3209  -0.509
F  -6.9196  -2.2532  -2.8964  0.126
F  -5.6889  -2.4695  -4.6918  0.131
F  -5.4345  -3.8664  -3.0085  0.133
C  -5.0131  -0.4047  -2.2349  0.031
C  -4.0416  0.5430  -1.9409  0.011
H  0.8568  2.5437  -3.8990  0.097
H  -0.5426  3.4859  -3.3410  0.114
H  0.6217  2.8625  -2.1372  0.110
H  0.1659  0.8654  -4.8442  0.099
H  -0.3990  -0.5442  -3.8892  0.095
H  -1.5861  0.5231  -4.7095  0.126
H  -2.0922  2.3412  -1.9305  0.163
H  -1.2875  -1.4093  -2.2142  0.131
H  -2.9897  -2.9813  -3.1651  0.139
H  -6.0676  -0.1998  -2.0698  0.137
H  -4.3541  1.5074  -1.5283  0.122

Multiplicity: 1
E_HOMO (eV): -9.387
Maximum force (Eh/bohr): 0.06277
Charge: +1
Gap between HOMO and LUMO (eV): 4.28
Energy (Eh): -2533.6413



Record 3
Below is 2 unconnected molecules or ions with the total composition C9H14, with properties calculated with wB97M-V/def2-TZVPD.

Each line ends with the Löwdin charge.
Cartesian coordinates (Å):
C  2.4221  -1.9250  1.7839  -0.079
C  -1.4708  -1.1590  0.2971  -0.124
C  -1.3337  -1.4251  1.6706  -0.097
C  -0.3833  -0.9935  -0.5170  -0.125
C  -0.1032  -1.8227  2.1549  -0.070
C  0.7986  -1.5466  -0.1166  -0.060
C  0.9911  -1.8037  1.2702  -0.275
H  -2.4864  -0.8803  -0.0183  0.103
H  -2.3095  -1.3377  2.2770  0.128
H  -0.6078  -0.5869  -1.5051  0.106
H  0.0943  -1.9211  3.2299  0.112
H  1.6111  -1.5057  -0.8450  0.111
H  2.9430  -0.8827  1.8325  0.104
H  3.0941  -2.4292  0.9216  0.111
H  2.6134  -2.4859  2.6854  0.051
C  -0.9870  2.7229  -1.1881  -0.192
C  -0.4343  3.0336  -2.5483  -0.194
H  -1.6430  1.7834  -1.1290  0.070
H  -0.2090  2.4241  -0.4917  0.051
H  -1.6180  3.5862  -0.7836  0.086
H  0.0878  3.9396  -2.6437  0.040
H  -1.2025  3.0485  -3.3418  0.065
H  0.1329  2.1668  -2.9950  0.078

Multiplicity: 1
E_HOMO (eV): -8.806
Maximum force (Eh/bohr): 0.07523
Gap between HOMO and LUMO (eV): 9.79
Energy (Eh): -351.2812



Record 4
Below is a molecular structure, C27H44BrIrN3OP2, with properties calculated with wB97M-V/def2-TZVPD.

Each line ends with the Löwdin charge.
Cartesian coordinates (Å):
C  2.6969  4.6442  -1.6232  0.078
C  1.7580  4.0021  -2.4504  -0.232
C  1.9056  4.0831  -3.8427  0.125
C  3.0593  4.7058  -4.3454  0.064
N  3.9781  5.2583  -3.5524  0.315
C  3.7968  5.2587  -2.2290  0.029
C  0.6482  3.3193  -1.8363  0.064
C  -0.1632  3.0364  -0.9553  0.085
C  -1.1476  2.4051  -0.0904  -0.148
C  -0.8639  1.4006  0.9177  -0.151
C  -1.9797  0.6564  1.5118  -0.365
C  -3.1639  0.7411  0.6800  -0.605
C  -3.5256  1.9606  0.1276  -0.016
C  -2.4801  2.8281  -0.2596  0.069
Ir  -1.0554  -0.8167  0.5016  0.996
P  1.0798  -0.6825  -0.4382  0.908
H  1.1501  3.6780  -4.5076  0.166
H  2.5676  4.6606  -0.5463  0.155
H  3.2345  4.7410  -5.4247  0.179
H  4.5512  5.7481  -1.6137  0.173
H  -2.6869  3.8257  -0.6641  0.162
H  -0.0053  1.6084  1.5401  0.112
H  -4.5612  2.2681  -0.0275  0.156
H  -2.1373  0.7783  2.5863  0.163
C  1.9376  -2.3141  -0.1762  -0.365
C  3.1958  -2.5885  -1.0177  -0.104
H  1.1801  -3.1049  -0.3408  0.065
H  2.1968  -2.3447  0.9004  0.091
H  3.4847  -3.6460  -0.8704  0.106
H  3.0223  -2.4272  -2.0977  0.082
H  4.0427  -1.9604  -0.6834  0.077
C  1.2522  0.0455  -2.1274  -0.341
C  2.6267  0.5806  -2.5745  -0.100
H  0.5652  0.9058  -2.1015  0.041
H  0.8751  -0.6677  -2.8761  0.063
H  2.6098  0.7239  -3.6676  0.097
H  2.8201  1.5757  -2.1480  0.057
H  3.4720  -0.0871  -2.3477  0.076
C  2.0135  0.4891  0.6491  -0.365
C  3.5295  0.3569  0.7478  -0.100
H  1.5803  0.3488  1.6533  0.061
H  1.7274  1.4928  0.2994  0.068
H  3.8867  1.1574  1.4149  0.100
H  3.8374  -0.6030  1.1909  0.087
H  4.0277  0.4901  -0.2245  0.069
Br  -4.3830  -0.7356  0.7358  1.075
P  -1.6764  -1.7987  -1.4435  0.835
C  -0.6147  -2.7049  -2.6763  -0.356
C  -1.2174  -3.9506  -3.3121  -0.095
H  0.3253  -2.9553  -2.1612  0.057
H  -0.3622  -1.9865  -3.4694  0.076
H  -0.4480  -4.4485  -3.9108  0.105
H  -1.5651  -4.6730  -2.5718  0.074
H  -2.0427  -3.7166  -3.9934  0.090
C  -2.8040  -3.1008  -0.7546  -0.405
C  -4.2102  -3.1302  -1.3371  -0.155
H  -2.8160  -2.8970  0.3336  0.025
H  -2.3027  -4.0724  -0.8665  0.089
H  -4.8524  -3.7001  -0.6555  0.103
H  -4.6430  -2.1287  -1.4290  0.017
H  -4.2465  -3.6265  -2.3150  0.097
C  -2.5063  -0.4276  -2.3411  -0.381
C  -3.1075  -0.8127  -3.6944  -0.097
H  -1.7639  0.3837  -2.4634  0.079
H  -3.2715  -0.0297  -1.6502  0.032
H  -3.6446  0.0587  -4.0918  0.100
H  -2.3294  -1.0733  -4.4245  0.084
H  -3.8266  -1.6412  -3.6172  0.078
C  1.0231  -0.0252  4.9531  -0.030
N  0.9304  -1.3944  4.4824  0.048
C  0.3204  -1.8055  3.3462  -0.533
N  0.3229  -3.1481  3.1822  0.207
O  -0.1778  -1.0109  2.5016  -0.167
H  0.6745  0.6711  4.1734  0.080
H  2.0682  0.2045  5.2118  0.105
H  0.4218  0.1079  5.8671  0.109
H  1.2404  -2.1431  5.0981  0.166
H  -0.1648  -3.5457  2.4096  0.106
H  0.6674  -3.7353  3.9271  0.136

Multiplicity: 6
E_HOMO (alpha / beta) (eV): -17.733 / -19.478
Maximum force (Eh/bohr): 0.07190
⟨S²⟩: 8.81
Charge: +4
Gap between HOMO and LUMO (alpha / beta) (eV): 5.45 / 3.91
Energy (Eh): -4653.9719